# C10H33NO9Zn

C10H33NO9Zn as an isolated structure (ωB97M-V with the def2-TZVPD basis set, OMol25).

Each line ends with the Mulliken charge.
Atoms and positions in Å:
Zn -14.774 -19.218 -10.314  -0.857
O -13.252 -16.778 -13.331  0.055
H -12.303 -16.748 -13.191  0.297
H -13.615 -15.996 -12.909  0.189
H -13.675 -17.591 -13.045  0.212
O -14.150 -18.765 -12.064  -0.748
H -14.033 -19.475 -12.724  0.121
C -18.304 -20.870 -9.517  -1.510
C -17.322 -21.080 -10.713  0.853
C -17.917 -21.737 -11.995  -1.109
O -17.005 -21.751 -13.098  -0.247
C -17.153 -22.799 -14.038  -0.613
N -16.790 -19.747 -11.112  -0.200
H -18.740 -19.877 -9.410  0.342
H -17.793 -21.109 -8.583  0.241
H -19.108 -21.593 -9.654  0.424
H -16.617 -21.779 -10.262  0.069
H -18.731 -21.105 -12.349  0.336
H -18.430 -22.647 -11.683  0.493
H -16.326 -22.713 -14.743  0.035
H -18.041 -22.711 -14.664  0.314
H -17.175 -23.776 -13.554  0.344
H -17.514 -19.050 -11.015  0.320
H -16.506 -19.836 -12.077  0.258
C -15.472 -17.460 -8.285  -0.488
C -16.094 -18.787 -7.860  -0.527
O -15.380 -19.831 -8.476  0.128
O -15.269 -17.393 -9.658  0.121
H -14.467 -17.312 -7.891  0.305
H -16.112 -16.639 -7.961  0.452
H -17.156 -18.760 -8.102  0.177
H -16.176 -18.803 -6.773  0.521
H -15.366 -20.550 -7.841  0.256
H -15.058 -16.493 -9.921  0.040
C -12.056 -19.782 -9.145  -0.531
C -12.350 -20.735 -10.267  -0.457
O -13.731 -20.981 -10.381  -0.178
O -12.923 -18.662 -9.504  -0.251
H -10.982 -19.607 -9.218  0.477
H -12.326 -20.259 -8.203  0.217
H -11.874 -21.716 -10.262  0.474
H -12.014 -20.236 -11.176  0.175
H -13.853 -21.671 -11.038  0.244
H -12.571 -17.822 -9.198  0.257
C -11.798 -20.391 -16.780  -0.549
C -12.551 -20.576 -15.411  -0.094
O -13.229 -21.800 -15.232  -0.536
O -10.474 -20.937 -16.854  -0.536
H -11.626 -19.324 -16.917  0.248
H -12.219 -20.819 -17.690  0.371
H -13.336 -19.821 -15.414  0.202
H -11.838 -20.345 -14.619  0.263
H -14.000 -21.872 -15.799  0.299
H -10.503 -21.836 -17.190  0.301

Properties
- F_max: 3.643 eV/Å
- Charge: +1
- Gap between HOMO and LUMO (alpha / beta): 0.1249 / 0.3386 hartree
- Multiplicity: 2
- <S²>: 0.75